Entry 1:
C20H19NO5 in the gas phase at a distorted geometry, computed with ωB97M-V with the def2-TZVPD basis set.

* charge: 0
* relative energy (zero: lowest compared OMol25 entry of this formula, charge and spin): 7.610 eV
* E_HOMO: -8.17 eV
* structure (SMILES): COc1ccc([C@@H]2CC(c3cc(OC)c4occc4c3OC)=NO2)cc1

Structure (XYZ):
```
45
Properties=species:S:1:pos:R:3:forces:R:3
C -4.7668 -5.8744 -0.3623 0.117 1.270 1.249
O -4.7568 -5.0483 0.8576 1.337 -0.742 -1.517
C -3.6569 -4.1849 0.9064 -0.973 1.503 1.052
C -3.9691 -2.9046 1.4035 -2.346 0.237 -0.061
C -3.0946 -1.8144 1.4996 -0.932 -1.822 0.678
C -1.7573 -2.0867 1.2117 0.387 -2.187 -0.679
C -0.8002 -1.0032 1.4758 0.731 0.345 -1.806
C -0.5879 -0.0822 0.2911 -0.201 0.181 -0.373
C 0.7358 0.5435 0.7571 0.599 -2.673 0.454
C 1.4273 1.7734 0.3894 -0.626 -1.171 -1.520
C 2.7106 2.0008 0.9179 -1.789 3.440 -3.582
C 3.4874 3.0643 0.3888 -0.315 -2.336 0.822
O 4.6712 3.2481 0.9613 1.165 2.668 -0.950
C 5.6041 2.2135 0.9823 0.639 1.687 3.357
C 3.0250 3.8053 -0.6890 -2.657 -0.802 -0.075
O 3.5415 4.8732 -1.3530 -0.615 0.551 -0.002
C 2.5030 5.3734 -2.1054 -2.287 -0.404 -0.668
C 1.3493 4.6238 -2.0331 1.808 0.047 0.808
C 1.6714 3.5753 -1.1133 0.271 -0.561 -0.158
C 0.8822 2.4718 -0.6956 1.920 1.769 1.460
O -0.3633 2.2254 -1.2106 0.822 -0.223 -0.576
C -0.2129 1.6478 -2.5160 -2.610 -1.234 0.025
N 1.3984 -0.3417 1.4537 -1.680 0.669 0.543
O 0.4973 -1.3799 1.8762 1.587 -0.219 -0.993
C -1.3706 -3.3888 0.6883 -0.948 0.300 0.763
C -2.3408 -4.4467 0.6067 1.005 -0.390 -0.856
H -4.5190 -5.3012 -1.2233 -0.409 1.049 -0.754
H -5.6989 -6.3703 -0.4367 -1.091 -0.057 0.032
H -4.0350 -6.6208 -0.4211 1.339 -1.320 0.824
H -5.0712 -2.8152 1.6964 1.670 0.184 -0.433
H -3.5164 -0.8891 1.9521 0.852 -0.615 -0.521
H -1.1313 -0.3816 2.2328 -1.232 1.188 1.950
H -0.5423 -0.7224 -0.6389 0.555 0.888 0.651
H -1.3996 0.6326 0.1354 0.140 -0.220 0.237
H 2.9704 1.3995 1.6911 1.286 -1.439 2.177
H 6.6105 2.6038 1.1627 -0.128 0.111 -1.014
H 5.4654 1.4485 0.3337 -0.163 -1.839 -2.803
H 5.3905 1.7974 1.9200 0.079 -1.469 1.659
H 2.5306 6.2960 -2.6769 1.094 -0.174 0.341
H 0.3398 4.7213 -2.3944 0.238 0.566 -0.487
H 0.3729 0.7210 -2.5414 0.279 0.425 0.269
H 0.0980 2.3712 -3.2215 0.809 0.709 -0.705
H -1.2481 1.3415 -2.8474 0.910 0.336 0.469
H -0.3141 -3.6128 0.4073 -1.012 0.394 0.480
H -2.1296 -5.5032 0.2811 0.376 1.379 0.233
```
Positions in Å, forces in eV/Å.

***

Entry 2:
A molecular structure, H7NS2Si3 at a distorted geometry, computed with ωB97M-V with the def2-TZVPD basis set.

* charge: 0
* relative energy (zero: lowest compared OMol25 entry of this formula, charge and spin): 1.770 eV
* E_HOMO: -8.12 eV

Structure (XYZ):
```
13
Properties=species:S:1:pos:R:3:forces:R:3
N 1.5878 0.8061 0.5389 2.789 0.513 1.499
Si 0.6563 1.2443 -0.8226 -1.742 -0.748 -1.496
Si 1.4579 -0.9224 0.7594 -1.841 1.471 -1.712
Si -2.2382 -0.5249 0.0778 0.110 1.096 -2.159
S -2.2965 1.2971 0.8668 -0.450 -0.648 0.308
S 0.1560 -0.9093 -0.9857 -1.027 -0.534 -0.007
H 2.4519 1.2268 0.9425 -1.303 0.117 -0.572
H -0.6960 1.9134 -0.5619 1.474 0.108 -0.260
H 1.0462 1.3835 -2.3095 0.593 0.424 1.187
H 2.6824 -1.5683 0.3508 0.493 -0.611 0.592
H 0.4360 -1.2961 1.7386 0.725 -0.427 0.780
H -2.5681 -1.7147 0.7298 0.123 -1.451 1.343
H -2.6756 -0.9356 -1.3250 0.057 0.688 0.497
```
Positions in Å, forces in eV/Å.

***

Entry 3:
2 unconnected molecules or ions with the total composition C2HBrF2S at a distorted geometry, computed with ωB97M-V with the def2-TZVPD basis set.

* charge: 0
* relative energy (zero: lowest compared OMol25 entry of this formula, charge and spin): 2.687 eV
* E_HOMO (alpha / beta): -9.08 / -9.08 eV

Structure (XYZ):
```
7
Properties=species:S:1:pos:R:3:forces:R:3
C 0.5260 -0.1642 0.5282 1.582 -1.946 1.040
C 0.1884 0.5077 -0.5953 -2.032 1.250 -2.832
F 0.8065 0.3849 -1.7064 0.096 -0.076 0.123
F -0.7072 1.4342 -0.6722 0.844 -0.238 0.325
S 1.7605 -1.1942 0.7345 0.586 -0.206 -0.616
Br -2.5085 -0.9302 0.3715 0.923 0.165 -0.303
H -0.0657 -0.0383 1.3398 -1.999 1.051 2.263
```
Positions in Å, forces in eV/Å.

***

Entry 4:
2 unconnected molecules or ions with the total composition C6H15O2 at a distorted geometry, computed with ωB97M-V with the def2-TZVPD basis set.

* charge: -1
* relative energy (zero: lowest compared OMol25 entry of this formula, charge and spin): 1.448 eV
* E_HOMO: -2.24 eV

Structure (XYZ):
```
23
Properties=species:S:1:pos:R:3:forces:R:3
C 2.0409 1.7678 -1.5716 -0.831 0.475 0.469
O 1.0614 2.5980 -1.2199 -0.606 0.592 -0.058
C 1.8477 0.3615 -0.8559 2.016 0.909 0.264
C 0.4442 -0.0450 -0.4555 -0.014 0.168 -1.402
C 0.3105 -0.3328 1.0228 -1.096 0.128 0.824
C -1.1849 -0.6659 1.3927 0.072 0.457 -1.760
C 1.2207 -1.4374 1.4692 0.451 -2.278 1.346
H 3.0317 2.1950 -1.1742 -0.127 -0.813 -0.831
H 2.0863 1.6197 -2.7184 0.410 -0.131 0.802
H 2.4565 -0.3326 -1.4645 -0.524 -0.438 0.334
H 2.3991 0.4903 0.0947 0.048 -0.072 -0.326
H 0.2024 -0.9330 -1.0764 -0.435 0.155 0.534
H -0.2221 0.7981 -0.7332 0.298 -0.312 0.064
H 0.5421 0.5518 1.6122 0.290 0.380 -0.328
H -1.7845 0.2112 1.6706 0.432 -0.135 0.413
H -1.2982 -1.4864 2.0779 -0.030 -0.171 0.610
H -1.6838 -0.9656 0.4490 0.239 -0.237 0.271
H 2.2448 -1.5150 1.0805 -0.507 0.387 -0.569
H 0.7087 -2.4061 1.3110 0.331 0.120 -0.564
H 1.4212 -1.5521 2.5556 -0.454 0.799 -0.110
H -3.8668 -1.8695 0.0511 0.486 0.078 0.026
H -4.7576 -0.6278 -0.1589 0.202 -0.573 0.094
O -4.7764 -1.5879 -0.0070 -0.651 0.512 -0.104
```
Positions in Å, forces in eV/Å.

***

Entry 5:
C4H7ClO in the gas phase at a distorted geometry, computed with ωB97M-V with the def2-TZVPD basis set.

* charge: 0
* relative energy (zero: lowest compared OMol25 entry of this formula, charge and spin): 1.093 eV
* E_HOMO: -9.70 eV
* structure (SMILES): C=C(Cl)CCO

Structure (XYZ):
```
13
Properties=species:S:1:pos:R:3:forces:R:3
C 2.0178 0.6415 -0.3339 -1.448 -0.126 1.081
C 0.9883 -0.0884 0.1125 1.584 -0.442 -0.520
Cl 1.2163 -1.8604 0.0398 -0.317 0.436 -0.075
C -0.3235 0.3796 0.6186 0.435 0.570 0.896
C -1.4297 0.0131 -0.3663 -1.249 -0.126 0.842
O -1.9280 -1.2999 -0.1465 -1.690 1.086 -0.884
H 2.8502 0.1834 -0.7962 0.784 -0.337 -0.221
H 2.0459 1.6982 -0.1120 -0.169 0.175 -0.395
H -0.1692 1.4811 0.7227 -0.565 -0.682 -0.048
H -0.5215 -0.0520 1.6416 -0.018 0.453 -1.004
H -2.3301 0.6539 -0.2525 0.694 -0.091 0.070
H -1.1033 0.1114 -1.3893 0.381 0.088 -0.420
H -1.3132 -1.8614 0.2614 1.577 -1.005 0.678
```
Positions in Å, forces in eV/Å.

***

Entry 6:
4 unconnected molecules or ions with the total composition C13H36N4O6 at a distorted geometry, computed with ωB97M-V with the def2-TZVPD basis set.

* charge: 0
* relative energy (zero: lowest compared OMol25 entry of this formula, charge and spin): 2.808 eV
* E_HOMO: -8.40 eV
* structure (SMILES): COCCNCCOC.COCCNCCOC.NC(N)=O.O

Structure (XYZ):
```
59
Properties=species:S:1:pos:R:3:forces:R:3
C -1.7691 5.1830 -3.9712 0.601 0.960 0.257
O -1.1682 5.5261 -2.7196 -1.950 0.873 0.004
C -0.1063 4.7281 -2.4283 0.564 -2.792 0.496
C 0.2771 4.5999 -0.9491 -0.289 2.818 0.605
N 1.6591 4.3261 -0.7601 2.200 -0.698 0.133
C 2.2245 3.0266 -1.2081 -0.428 -0.261 1.344
C 3.5382 2.5378 -0.4314 -1.656 1.172 -1.643
O 3.3858 2.6077 0.9425 1.585 0.597 1.767
C 4.6717 2.8677 1.6269 -1.406 0.872 -0.337
H -2.1511 4.1640 -4.0337 0.116 -0.152 0.288
H -1.0011 5.3496 -4.7265 -0.045 -0.250 -0.429
H -2.5767 5.8888 -4.1655 0.017 -0.062 0.194
H 0.7277 4.9154 -3.1046 0.541 0.355 0.321
H -0.3893 3.6932 -2.6207 -0.116 -0.508 -0.741
H -0.4476 4.1364 -0.2798 -0.257 -1.568 -0.599
H 0.1415 5.5709 -0.4729 0.249 0.794 -0.400
H 1.9984 4.5901 0.1538 -0.166 -0.179 -0.002
H 2.5316 3.1617 -2.2452 -0.181 -0.532 -0.154
H 1.4084 2.3165 -1.0745 0.112 -0.586 -0.449
H 4.1984 3.2684 -0.8988 1.058 0.042 0.760
H 3.8637 1.5213 -0.6525 -0.221 -0.015 -0.780
H 4.5703 2.6931 2.6981 -0.187 -0.682 -0.213
H 4.8526 3.9419 1.5895 0.132 0.195 -0.386
H 5.5378 2.3732 1.1870 -0.279 -0.399 -0.018
C -1.4365 -4.2536 1.6022 0.252 -2.139 -1.404
O -2.0620 -4.7144 0.3532 -0.371 0.643 0.190
C -1.9918 -6.1132 0.1385 0.314 -1.463 0.012
C -2.9117 -6.7066 -1.0175 0.300 3.833 0.946
N -2.6613 -5.9202 -2.2402 0.196 -0.978 -0.448
C -3.5140 -6.4870 -3.2470 -0.264 -0.026 0.538
C -3.4326 -5.9523 -4.5929 1.110 2.533 -2.938
O -3.0344 -4.5002 -4.6686 -0.433 -2.002 0.194
C -3.0573 -3.9656 -5.9873 -0.612 -0.669 0.391
H -1.7611 -4.8674 2.4424 -0.981 0.455 0.269
H -1.5336 -3.1734 1.7110 -0.141 -0.374 -0.092
H -0.4068 -4.6100 1.5754 0.575 0.739 -0.309
H -2.2111 -6.5915 1.0930 -0.392 -0.376 0.100
H -0.9805 -6.4449 -0.0969 0.464 0.346 -0.122
H -3.9222 -6.4517 -0.6982 -0.519 -0.618 0.173
H -2.8334 -7.7578 -1.2948 0.429 0.051 0.673
H -2.8192 -4.9237 -2.1937 0.009 0.023 0.614
H -4.5871 -6.4307 -3.0643 -0.250 -0.634 1.181
H -3.1138 -7.4775 -3.4633 -0.879 -0.642 0.927
H -4.3677 -6.0923 -5.1351 -0.355 0.317 0.128
H -2.7851 -6.6739 -5.0911 1.017 1.080 -0.938
H -4.0745 -3.8787 -6.3690 -0.382 -0.147 0.029
H -2.5397 -4.6514 -6.6580 0.432 0.349 -0.216
H -2.6842 -2.9415 -5.9749 0.483 -0.297 0.103
N 3.1445 4.3985 9.4700 1.696 0.828 4.586
C 2.8496 4.2200 8.2208 -0.829 -0.778 -1.411
N 3.8078 4.6095 7.3852 1.963 0.909 -1.688
O 1.8024 3.7283 7.9172 -2.097 -1.076 -1.498
H 2.6163 3.8942 10.1677 -0.017 0.238 -0.292
H 4.1004 4.6236 9.7059 -0.293 -0.110 0.300
H 3.8003 4.4051 6.3961 -0.297 0.108 0.418
H 4.6221 5.0632 7.7739 -0.132 -0.156 -0.462
O 0.4336 0.9033 4.7843 -0.111 -0.233 -0.049
H 0.6600 1.4396 5.5440 0.030 0.187 0.303
H 0.9068 1.3063 4.0563 0.094 0.085 -0.226
```
Positions in Å, forces in eV/Å.

***

Q: Which of these has the highest relative energy (zero: lowest compared OMol25 entry of this formula, charge and spin)?
A: C20H19NO5

***

Please write out number 2 again, unchanged.
A molecular structure, H7NS2Si3 at a distorted geometry, computed with ωB97M-V with the def2-TZVPD basis set.

* charge: 0
* relative energy (zero: lowest compared OMol25 entry of this formula, charge and spin): 1.770 eV
* E_HOMO: -8.12 eV

Structure (XYZ):
```
13
Properties=species:S:1:pos:R:3:forces:R:3
N 1.5878 0.8061 0.5389 2.789 0.513 1.499
Si 0.6563 1.2443 -0.8226 -1.742 -0.748 -1.496
Si 1.4579 -0.9224 0.7594 -1.841 1.471 -1.712
Si -2.2382 -0.5249 0.0778 0.110 1.096 -2.159
S -2.2965 1.2971 0.8668 -0.450 -0.648 0.308
S 0.1560 -0.9093 -0.9857 -1.027 -0.534 -0.007
H 2.4519 1.2268 0.9425 -1.303 0.117 -0.572
H -0.6960 1.9134 -0.5619 1.474 0.108 -0.260
H 1.0462 1.3835 -2.3095 0.593 0.424 1.187
H 2.6824 -1.5683 0.3508 0.493 -0.611 0.592
H 0.4360 -1.2961 1.7386 0.725 -0.427 0.780
H -2.5681 -1.7147 0.7298 0.123 -1.451 1.343
H -2.6756 -0.9356 -1.3250 0.057 0.688 0.497
```
Positions in Å, forces in eV/Å.

***

Q: charge of number 1 (C20H19NO5)?
A: 0